96
Properties=species:S:1:pos:R:3:mulliken_charge:R:1 method="wB97M-V/def2-TZVPD" de_lowest_ev=2.504 gap_ev="5.87 / 5.87" total_charge=+2 e_lumo_ev="-7.5 / -7.5"
Pt -0.36 -0.86 0.10 0.4693
C -1.95 0.10 1.26 -0.9956
C -2.59 -0.32 0.07 -0.4077
C -2.38 -1.78 -0.03 0.8979
C -1.69 -2.18 1.15 -0.5517
C -1.40 -1.03 1.97 -0.4606
C -0.75 -1.00 3.32 2.2636
C 0.14 0.24 3.47 -1.2938
C 0.06 -2.27 3.56 -1.6902
C -1.92 -0.91 4.33 -1.8857
C -2.86 -2.86 -1.01 2.0703
C -1.77 -3.92 -1.16 -1.9635
C -3.20 -2.40 -2.42 -1.9949
C -4.10 -3.50 -0.35 -1.6568
C -3.39 0.66 -0.78 2.6680
C -2.87 0.78 -2.24 -1.5662
C -3.33 2.06 -0.16 -2.2521
C -4.86 0.22 -0.71 -1.9402
H -1.90 1.12 1.62 0.5118
H -1.41 -3.19 1.40 0.4372
H 0.93 0.26 2.72 0.0699
H 0.60 0.23 4.46 0.5122
H -0.43 1.17 3.39 0.3488
H 0.84 -2.40 2.81 0.2863
H -0.57 -3.16 3.56 0.3955
H 0.54 -2.22 4.54 0.4707
H -2.51 -0.01 4.19 0.3791
H -1.52 -0.90 5.34 0.4948
H -2.58 -1.77 4.24 0.3812
H -0.86 -3.47 -1.57 0.4040
H -2.11 -4.67 -1.87 0.4654
H -1.53 -4.44 -0.24 0.4745
H -2.34 -1.95 -2.92 0.3324
H -4.03 -1.70 -2.46 0.3720
H -3.49 -3.27 -3.00 0.5959
H -3.85 -3.93 0.62 0.3350
H -4.46 -4.30 -0.99 0.5041
H -4.91 -2.78 -0.21 0.3426
H -1.81 0.56 -2.32 0.1396
H -3.02 1.81 -2.58 0.3856
H -3.41 0.14 -2.93 0.4585
H -2.33 2.48 -0.19 0.2697
H -3.69 2.07 0.87 0.3307
H -3.98 2.72 -0.73 0.5710
H -5.02 -0.81 -1.00 0.3673
H -5.45 0.85 -1.39 0.4715
H -5.26 0.36 0.29 0.3618
C -1.09 4.58 -1.93 -1.2981
C -0.18 5.00 -0.75 2.4196
C 0.35 6.41 -1.03 -2.3439
C -0.99 5.04 0.55 -1.2824
C 0.94 3.98 -0.60 -0.4353
C 2.28 4.32 -0.72 -0.9018
C 3.26 3.37 -0.52 -1.4398
C 2.96 2.04 -0.22 0.9392
S 4.42 1.33 0.46 -0.2634
C 2.12 -0.72 -0.55 0.6643
N 1.18 0.31 -0.20 0.3386
C 1.59 1.65 -0.21 0.5201
C 0.63 2.63 -0.38 1.0955
C 3.08 -2.67 0.35 0.2756
C 4.00 -3.62 0.74 -0.8767
C 3.70 -4.96 0.49 -0.9952
C 2.51 -5.31 -0.14 -0.8772
C 1.59 -4.35 -0.55 -1.1178
C 1.89 -3.02 -0.29 -0.0223
H -1.95 5.25 -1.98 0.4790
H -1.46 3.57 -1.82 0.0180
H -0.55 4.65 -2.87 0.3921
H -0.49 7.10 -1.10 0.4211
H 0.89 6.46 -1.97 0.4793
H 1.00 6.76 -0.23 0.4981
H -1.84 5.72 0.44 0.4455
H -0.38 5.40 1.38 0.4131
H -1.38 4.06 0.83 0.1109
H 2.58 5.34 -0.94 0.5886
H 4.30 3.68 -0.56 0.5424
H -0.40 2.31 -0.40 -1.1592
H 4.92 -3.35 1.23 0.4933
H 4.40 -5.73 0.78 0.4425
H 2.30 -6.35 -0.34 0.4831
H 0.70 -4.65 -1.07 0.5577
F 6.87 -1.06 -1.75 -0.2393
C 6.43 0.00 -1.07 0.8970
F 6.71 1.09 -1.78 -0.2264
F 7.09 0.07 0.09 -0.2610
C 4.93 -0.15 -0.85 0.7549
C 4.40 -0.50 0.45 -0.6985
C 3.08 -1.18 0.55 1.3332
N 1.17 -1.85 -0.68 0.1856
C 2.78 -0.39 -1.87 -1.3176
C 4.09 -0.15 -2.02 -1.3680
H 5.15 -0.80 1.18 1.0099
H 2.63 -0.93 1.52 0.0399
H 2.10 -0.33 -2.71 0.5516
H 4.51 0.12 -2.98 0.5548



90
Properties=species:S:1:pos:R:3:lowdin_spin:R:1 method="wB97M-V/def2-TZVPD" s_squared=2.02 de_lowest_ev=0.000 multiplicity=3 gap_ev="4.11 / 7.19" total_charge=-1 e_lumo_ev="2.7 / 2.7"
O -4.47 18.26 16.06 -0.1321
V -3.94 16.96 16.73 1.9678
C -6.87 15.17 17.45 0.0062
O -7.56 16.45 17.24 0.0008
O -5.54 15.59 17.29 0.0402
C -7.46 14.43 18.72 0.0021
F -6.91 13.22 18.91 0.0004
F -7.26 15.26 19.70 0.0002
F -8.73 14.18 18.69 0.0008
C -8.59 16.66 16.26 0.0003
C -8.68 18.24 16.01 0.0001
H -9.45 18.34 15.24 0.0000
H -9.07 18.75 16.89 0.0000
H -7.70 18.64 15.74 -0.0001
H -9.58 16.39 16.65 0.0000
H -8.25 16.12 15.37 0.0001
H -6.94 14.51 16.59 0.0009
C -0.92 16.37 17.08 0.0015
O -1.38 17.61 16.49 0.0196
O -2.18 15.84 17.41 0.0135
C 0.11 15.56 16.13 0.0004
F 1.31 15.91 16.29 0.0001
F -0.01 14.17 16.28 0.0002
F -0.18 15.78 14.85 0.0001
C -0.44 18.58 16.05 0.0016
C -1.04 19.92 15.58 0.0005
H -0.26 20.67 15.52 0.0000
H -1.61 19.90 14.65 0.0000
H -1.74 20.28 16.34 0.0001
H 0.37 18.16 15.45 0.0004
H 0.24 18.95 16.82 0.0003
H -0.47 16.66 18.03 0.0000
O -3.50 16.40 14.66 0.0252
P -3.75 15.89 13.31 0.0092
N -2.92 16.70 12.05 0.0026
C -1.57 17.18 12.40 0.0004
C -2.87 16.18 10.72 0.0007
N -5.29 16.27 12.86 0.0004
C -5.72 17.58 12.28 0.0002
C -6.47 15.46 13.23 0.0002
N -3.60 14.17 13.08 0.0009
C -4.21 13.39 12.02 0.0002
C -2.71 13.51 13.99 0.0003
H -1.46 17.55 13.41 0.0001
H -1.20 17.91 11.68 0.0000
H -0.87 16.36 12.55 0.0000
H -3.85 16.11 10.24 0.0000
H -2.40 15.20 10.76 0.0000
H -2.33 16.90 10.10 0.0002
H -6.22 17.49 11.32 0.0000
H -6.55 17.88 12.92 0.0000
H -4.87 18.25 12.19 0.0000
H -7.21 16.16 13.61 0.0000
H -6.76 14.79 12.42 0.0000
H -6.31 15.05 14.23 0.0001
H -3.47 12.90 11.40 0.0000
H -4.93 12.64 12.36 0.0000
H -4.72 14.08 11.36 0.0000
H -2.15 12.75 13.44 0.0000
H -3.16 13.31 14.96 0.0000
H -1.78 14.02 14.25 0.0001
O -4.09 18.01 18.72 0.0212
P -3.94 18.47 20.15 0.0063
N -5.45 18.78 20.91 0.0015
C -6.65 19.06 20.07 0.0000
C -5.66 18.89 22.42 0.0005
N -3.09 19.95 20.21 0.0014
C -3.04 20.90 21.39 0.0005
C -2.10 20.24 19.16 0.0000
N -3.10 17.54 21.21 0.0005
C -3.69 16.51 21.87 0.0001
C -1.58 17.44 21.30 0.0001
H -6.53 19.16 18.99 0.0000
H -7.29 19.83 20.49 0.0000
H -7.15 18.09 20.18 0.0000
H -5.97 17.94 22.86 0.0000
H -6.23 19.75 22.75 0.0001
H -4.69 18.90 22.92 0.0000
H -2.31 20.45 22.06 0.0000
H -2.78 21.90 21.03 0.0001
H -3.91 20.92 22.05 0.0000
H -1.11 20.21 19.61 0.0000
H -1.95 19.41 18.48 0.0002
H -2.36 21.05 18.47 0.0000
H -4.60 16.10 21.43 0.0000
H -3.07 15.62 21.90 0.0000
H -3.87 16.85 22.89 0.0000
H -1.16 17.17 22.27 0.0000
H -1.11 18.39 21.07 0.0000
H -1.41 16.77 20.46 0.0000



8
Properties=species:S:1:pos:R:3:nbo_charge:R:1 method="wB97M-V/def2-TZVPD" smiles="NP=O.N=O" de_lowest_ev=2.616 gap_ev=8.96 total_charge=0 e_lumo_ev=-0.4
N 2.01 -0.04 -0.79 0.0407
N -1.28 0.51 0.12 -1.2394
O 0.42 -1.07 1.00 -1.0938
O 1.10 -0.26 -1.52 -0.2706
P -0.64 -0.98 -0.05 1.4348
H 1.64 -0.07 0.37 0.3071
H -0.95 1.29 0.80 0.4143
H -2.30 0.62 0.07 0.4069



21
Properties=species:S:1:pos:R:3:nbo_charge:R:1 method="wB97M-V/def2-TZVPD" smiles="C=C=NN(N=O)C(C)(C)C" de_lowest_ev=7.118 gap_ev=9.26 total_charge=0 e_lumo_ev=0.8
C 1.20 2.36 -0.24 0.4460
C 1.51 3.65 -0.37 -0.5916
C -0.53 -1.47 1.44 -0.6202
C -1.31 -1.25 -1.06 -0.6573
C 1.02 -1.47 -0.38 -0.6168
C -0.34 -0.97 0.04 0.1086
N 0.97 1.16 0.01 -0.3394
N -1.29 0.94 0.77 0.2200
N -0.25 0.53 0.13 -0.0878
O -1.54 2.09 1.08 -0.3881
H 1.49 4.23 0.44 0.2305
H 2.13 4.03 -1.16 0.2387
H -1.41 -0.97 2.04 0.2444
H -0.95 -2.46 1.25 0.2226
H 0.45 -1.33 1.88 0.2224
H -2.38 -1.08 -0.86 0.2338
H -1.49 -2.31 -1.33 0.2200
H -1.31 -0.84 -2.06 0.2410
H 1.48 -0.95 -1.28 0.2286
H 1.73 -1.36 0.41 0.2202
H 0.81 -2.52 -0.76 0.2242



91
Properties=species:S:1:pos:R:3:lowdin_spin:R:1 method="wB97M-V/def2-TZVPD" s_squared=0.76 de_lowest_ev=0.000 multiplicity=2 gap_ev="5.90 / 7.90" total_charge=0 e_lumo_ev="-0.5 / -0.5"
Ta 1.27 -0.15 -1.15 0.7209
O 3.36 -1.21 -0.77 0.0046
N 3.99 -0.04 -0.90 0.0371
C 5.33 0.05 -0.87 -0.0037
C 5.91 1.29 -0.99 0.0278
C 5.09 2.41 -1.16 0.0014
C 3.72 2.25 -1.22 0.0190
C 3.15 0.99 -1.07 0.0201
S 0.84 1.48 -3.08 0.0143
H 5.87 -0.87 -0.74 -0.0006
H 6.99 1.38 -0.97 0.0018
H 5.54 3.39 -1.26 -0.0006
H 3.06 3.09 -1.38 0.0010
N -2.22 0.74 -5.04 0.0010
C -1.36 -0.05 -4.41 0.0019
S 0.37 0.25 -4.66 0.0035
N -1.73 -1.05 -3.66 0.0014
C -3.04 -1.57 -3.44 0.0001
C -4.03 -1.51 -4.42 0.0001
C -5.28 -2.04 -4.16 0.0000
C -5.56 -2.62 -2.93 0.0001
C -4.55 -2.72 -1.98 0.0000
C -3.29 -2.20 -2.24 0.0002
H -1.82 1.56 -5.48 0.0000
H -3.17 0.81 -4.71 0.0001
H -0.96 -1.48 -3.13 0.0001
H -3.81 -1.10 -5.40 0.0000
H -6.05 -2.01 -4.92 0.0000
H -6.54 -3.03 -2.72 0.0000
H -4.74 -3.19 -1.02 0.0000
H -2.50 -2.31 -1.50 0.0001
C -0.87 2.54 3.13 0.0003
O -0.74 3.39 1.99 0.0002
P -0.46 2.68 0.53 0.0004
O -0.94 3.90 -0.40 0.0002
C -0.46 5.23 -0.26 0.0000
O 1.18 2.86 0.41 -0.0005
C 2.05 3.22 1.48 0.0002
H -0.04 2.74 3.83 0.0000
H -0.85 1.49 2.85 0.0003
H -1.81 2.76 3.63 0.0000
H -0.72 5.76 -1.18 0.0000
H 0.62 5.24 -0.12 0.0000
H -0.93 5.72 0.59 0.0000
H 2.90 3.73 1.04 0.0002
H 2.39 2.32 1.99 0.0001
H 1.56 3.88 2.19 0.0000
Br -3.25 1.74 -1.94 0.0010
C -3.49 1.07 -0.19 0.0015
C -4.54 1.62 0.52 -0.0002
C -4.86 1.13 1.78 0.0015
C -4.14 0.08 2.32 -0.0002
C -3.09 -0.46 1.60 0.0013
C -2.72 0.03 0.35 -0.0005
C -1.45 -0.54 -0.21 0.0092
O -0.98 -1.57 0.26 0.0080
O -0.84 0.13 -1.15 0.0212
H -5.11 2.43 0.09 0.0000
H -5.68 1.58 2.33 0.0001
H -4.40 -0.31 3.29 -0.0001
H -2.50 -1.28 2.00 0.0000
F 0.93 -1.51 8.42 0.0000
C 1.65 -0.50 7.89 0.0001
F 2.90 -0.60 8.38 0.0000
F 1.13 0.64 8.39 0.0001
C 1.62 -0.51 6.39 0.0009
C 0.43 -0.82 5.74 0.0001
C 0.36 -0.73 4.37 0.0037
C 1.48 -0.35 3.62 0.0114
C 2.68 -0.08 4.28 0.0040
C 2.75 -0.15 5.67 0.0002
C 1.39 -0.23 2.19 0.0566
C 1.33 -0.08 0.99 0.0024
H -0.43 -1.11 6.33 0.0000
H -0.56 -0.97 3.85 0.0003
H 3.55 0.19 3.71 0.0005
H 3.67 0.07 6.18 0.0000
C 2.02 -3.78 -1.29 0.0003
C 1.62 -2.98 -2.53 0.0039
O 0.88 -1.84 -2.21 0.0100
C 2.89 -2.60 -3.40 0.0008
F 4.02 -3.11 -2.89 0.0002
F 3.06 -1.28 -3.48 0.0086
F 2.81 -3.05 -4.67 0.0001
C 0.70 -3.88 -3.39 -0.0002
F 1.29 -5.03 -3.73 0.0000
F -0.41 -4.19 -2.68 0.0000
F 0.27 -3.29 -4.51 0.0001
H 2.77 -3.24 -0.72 0.0000
H 2.40 -4.76 -1.58 0.0001
H 1.12 -3.90 -0.68 0.0001



17
Properties=species:S:1:pos:R:3:lowdin_spin:R:1 method="wB97M-V/def2-TZVPD" s_squared=2.01 de_lowest_ev=0.000 multiplicity=3 gap_ev="9.11 / 6.73" total_charge=0 e_lumo_ev="0.1 / -2.6"
C -0.07 2.57 -2.41 0.2175
C -0.53 3.77 -2.15 0.1412
O -0.87 4.85 -1.85 0.1253
Pt -0.47 1.12 -1.33 1.0597
H 0.26 2.39 -3.44 0.0197
N 1.08 -0.20 1.00 0.0302
S 1.74 -0.08 -0.79 0.1197
O 3.04 0.57 -0.55 0.0620
O 1.87 -1.46 -1.29 0.0506
S -0.47 -0.26 1.29 0.0336
O -1.13 0.46 0.15 0.1292
O -0.85 0.12 2.63 0.0043
C -1.15 -1.98 1.05 0.0042
F -1.02 -2.35 -0.21 0.0010
F -0.49 -2.81 1.84 0.0017
F -2.43 -1.99 1.37 0.0004
H 1.69 0.30 1.75 -0.0003



53
Properties=species:S:1:pos:R:3:nbo_charge:R:1 method="wB97M-V/def2-TZVPD" smiles="O=C(CN1CCCCCC1)Nc1ccc(S(=O)(=O)N2CCOCC2)cc1" de_lowest_ev=1.870 gap_ev=9.18 total_charge=0 e_lumo_ev=0.5
O 3.19 0.19 1.65 -0.5972
C 2.75 -0.52 0.77 0.6780
N 1.80 -0.17 -0.14 -0.6249
C 1.09 1.02 -0.26 0.1709
C 0.07 1.08 -1.22 -0.2397
C -0.67 2.23 -1.38 -0.1843
C -0.40 3.33 -0.58 -0.3669
C 0.61 3.29 0.36 -0.1922
C 1.36 2.14 0.53 -0.1996
H 2.14 2.09 1.26 0.2536
H 0.81 4.17 0.95 0.2409
S -1.40 4.80 -0.75 2.3374
O -1.96 4.81 -2.07 -0.9427
O -0.64 5.93 -0.30 -0.9392
N -2.69 4.66 0.29 -0.6756
C -3.74 3.73 -0.03 -0.2600
H -3.73 3.59 -1.11 0.2378
C -3.56 2.40 0.72 -0.0877
H -4.44 1.77 0.60 0.1973
O -3.42 2.62 2.11 -0.5256
C -2.31 3.44 2.40 -0.0886
H -2.30 3.56 3.48 0.1991
C -2.45 4.81 1.71 -0.2601
H -1.54 5.41 1.83 0.2385
H -3.30 5.35 2.14 0.2045
H -1.39 2.95 2.07 0.1700
H -2.67 1.88 0.34 0.1677
H -4.70 4.18 0.27 0.2045
H -1.44 2.31 -2.13 0.2423
H -0.12 0.22 -1.84 0.2130
H 1.55 -0.93 -0.76 0.4293
C 3.26 -1.94 0.51 -0.3083
N 2.25 -2.74 -0.16 -0.4703
C 1.24 -3.17 0.80 -0.2155
C 0.00 -3.78 0.16 -0.4143
H -0.36 -3.14 -0.64 0.2008
C 0.22 -5.20 -0.36 -0.4043
C 0.81 -5.27 -1.77 -0.3967
C 1.83 -4.18 -2.10 -0.4086
H 2.41 -4.51 -2.96 0.2146
C 2.79 -3.83 -0.96 -0.2193
H 3.01 -4.72 -0.36 0.1736
H 3.73 -3.48 -1.40 0.2039
H 1.31 -3.26 -2.39 0.2022
H 1.28 -6.25 -1.90 0.2039
H 0.00 -5.21 -2.50 0.2044
H 0.88 -5.72 0.34 0.1950
H -0.73 -5.74 -0.36 0.2145
H -0.78 -3.81 0.93 0.2188
H 1.67 -3.89 1.52 0.1698
H 0.94 -2.28 1.37 0.2052
H 4.13 -1.83 -0.15 0.2260
H 3.61 -2.36 1.46 0.2043



8
Properties=species:S:1:pos:R:3:nbo_charge:R:1 method="wB97M-V/def2-TZVPD" de_lowest_ev=2.522 gap_ev=9.40 total_charge=0 e_lumo_ev=0.6
C 0.09 -1.33 -0.91 -0.0680
C -0.85 1.90 -0.10 0.4265
N 0.55 -1.26 0.17 0.0086
N 0.81 -1.42 1.35 -0.5190
O -1.16 1.36 0.87 -0.4585
S -0.44 2.62 -1.40 0.0308
H 0.32 -1.26 -1.93 0.2257
H 0.70 -0.61 1.95 0.3539



6
Properties=species:S:1:pos:R:3:nbo_charge:R:1 method="wB97M-V/def2-TZVPD" de_lowest_ev=0.369 gap_ev=6.60 total_charge=-1 e_lumo_ev=3.9
S -2.13 0.26 0.02 -1.0673
H -1.84 1.56 -0.35 0.0825
O 2.87 -0.70 0.06 -0.5715
C 1.76 -0.07 -0.03 0.2573
H 1.15 0.28 0.84 0.1589
H 1.20 -0.01 -1.06 0.1400



53
Properties=species:S:1:pos:R:3:nbo_charge:R:1 method="wB97M-V/def2-TZVPD" gap_ev=6.49 total_charge=+2 e_lumo_ev=-7.7
Ta -0.37 0.66 -0.03 1.7638
C -3.63 -0.62 1.48 -0.9463
P -2.22 -1.16 0.49 0.9991
C -1.51 -2.58 1.36 -0.9464
C -2.96 -1.80 -1.06 -0.7198
C -2.10 -1.54 -2.30 -0.7216
P -1.54 0.18 -2.34 1.0168
C -2.94 1.20 -2.83 -0.9502
C -0.30 0.32 -3.65 -0.9444
H -4.37 -1.43 1.53 0.2657
H -4.10 0.25 1.02 0.2629
H -3.31 -0.36 2.48 0.2767
H -2.29 -3.31 1.55 0.2687
H -1.08 -2.25 2.31 0.2722
H -0.72 -3.04 0.76 0.2644
H -3.93 -1.30 -1.16 0.2560
H -3.16 -2.86 -0.95 0.2758
H -2.65 -1.76 -3.22 0.2724
H -1.20 -2.16 -2.30 0.2686
H -3.25 0.90 -3.84 0.2708
H -2.65 2.25 -2.85 0.2771
H -3.78 1.08 -2.14 0.2615
H -0.73 -0.07 -4.58 0.2727
H 0.59 -0.26 -3.39 0.2689
H -0.03 1.36 -3.80 0.2738
O 0.92 2.36 -0.59 -0.5592
C 0.03 2.90 0.12 0.7297
O -1.19 2.47 -0.15 -0.6403
C 0.25 3.51 1.43 -0.1370
C 0.85 4.74 1.65 -0.1643
C 1.07 5.15 2.96 -0.1756
C 0.72 4.32 4.01 -0.1448
C 0.16 3.07 3.79 -0.1913
C -0.10 2.65 2.49 -0.1488
S -0.82 0.99 2.31 -0.0222
H 1.13 5.37 0.82 0.2459
H 1.53 6.11 3.15 0.2495
H 0.90 4.64 5.03 0.2483
H -0.08 2.42 4.62 0.2448
Br 6.48 -4.49 -0.51 0.1854
C 4.98 -3.40 -0.40 -0.0216
C 3.84 -3.73 -1.14 -0.2459
C 2.73 -2.92 -1.07 -0.1189
C 2.76 -1.78 -0.25 -0.1953
C 3.90 -1.46 0.49 -0.1039
C 5.01 -2.27 0.42 -0.2431
C 1.61 -0.94 -0.17 0.7998
O 1.55 0.12 0.58 -0.6865
O 0.50 -1.14 -0.83 -0.7481
H 3.85 -4.61 -1.77 0.2537
H 1.84 -3.16 -1.64 0.2294
H 3.90 -0.58 1.12 0.2451
H 5.90 -2.04 0.98 0.2560



12
Properties=species:S:1:pos:R:3:nbo_charge:R:1 method="wB97M-V/def2-TZVPD" de_lowest_ev=1.933 gap_ev=10.02 total_charge=0 e_lumo_ev=-0.1
C -1.41 -0.43 -0.54 -0.6934
C 0.03 -0.05 -0.51 0.1931
C 0.40 1.38 -0.13 0.3741
O 1.56 1.68 0.00 -0.4677
C 1.23 -0.15 1.93 0.4824
O 2.24 -0.48 2.34 -0.4996
N 1.04 -0.81 -0.67 -0.5454
H -1.85 -0.08 -1.47 0.2372
H -1.67 -1.49 -0.47 0.2329
H -1.91 0.08 0.27 0.2282
H -0.40 2.12 0.09 0.1238
H 0.73 -1.77 -0.82 0.3343



16
Properties=species:S:1:pos:R:3:nbo_charge:R:1 method="wB97M-V/def2-TZVPD" smiles="C=c1sc(=C)n(C)c1=O" de_lowest_ev=0.966 gap_ev=8.14 total_charge=0 e_lumo_ev=0.0
C -1.00 -1.95 0.00 -0.2966
C -0.92 -0.71 0.78 0.6438
C 0.66 -0.21 -0.79 0.1114
C -1.87 -2.87 0.23 -0.3411
C 1.64 0.52 -1.68 -0.5452
C 0.08 1.49 0.96 -0.4346
N -0.01 0.20 0.31 -0.4589
O -1.64 -0.43 1.74 -0.5854
S 0.20 -1.95 -1.25 0.3315
H -1.63 -3.84 -0.25 0.2107
H -2.48 -2.78 1.15 0.2412
H 2.06 -0.14 -2.46 0.2096
H 2.20 1.37 -1.40 0.2117
H -0.43 2.30 0.30 0.2166
H -0.59 1.43 1.91 0.2676
H 1.08 1.76 1.26 0.2176